16
Properties=species:S:1:pos:R:3:forces:R:3 method="wB97M-V/def2-TZVPD" e_tot_ha=-437.30618 multiplicity=1 lumo_energy_ev=0.2 mol_weight_g_mol=111.1 total_charge=0 relative_energy_kcal_mol=25.9 orbital_gap_ev=9.941 smiles="O=CNCO.O.O"
O -0.56146 1.32808 1.82002 -0.1 -0.2 0.6
C 0.03653 0.27698 1.67642 0.0 0.9 -0.6
N 0.97799 0.16092 0.69753 0.5 0.4 0.2
C 1.37909 1.27759 -0.18402 -0.7 -0.6 0.3
O 1.63181 0.66416 -1.43139 -0.5 0.6 -0.1
H -0.14056 -0.59364 2.32936 0.2 0.0 -0.4
H 1.27946 -0.73991 0.35772 0.1 0.0 0.4
H 0.59463 2.06644 -0.13163 0.3 -0.7 -0.4
H 2.30925 1.76797 0.06181 0.4 -0.2 0.6
H 0.76828 0.35757 -1.72586 0.1 -0.1 -0.5
H -0.13772 -2.86412 -0.12701 -0.5 -0.2 0.1
H -1.48721 -2.85846 0.66950 -0.1 -0.4 -0.1
O -0.73651 -2.32990 0.40996 0.6 0.5 -0.1
H -3.01121 -0.68966 -1.98914 0.6 0.2 -0.2
H -1.63600 -0.16793 -1.53574 -0.3 -0.2 -0.1
O -2.10728 -0.51170 -2.30771 -0.4 0.0 0.3

=====

16
Properties=species:S:1:pos:R:3:forces:R:3 method="wB97M-V/def2-TZVPD" e_tot_ha=-436.93779 multiplicity=2 lumo_energy_ev="-3.9 / -9.9" mol_weight_g_mol=111.1 s_squared=0.757 total_charge=+1 relative_energy_kcal_mol=40.5 orbital_gap_ev="11.045 / 5.038"
O 0.17276 0.90493 0.25298 0.5 0.0 1.0
C -0.02015 -0.15058 0.79222 -1.9 -0.7 -3.3
O -0.93474 -0.43411 1.72580 1.4 1.1 0.3
C 0.44156 -1.43787 0.01463 1.4 -0.6 2.7
N 0.57251 -1.34369 -1.39937 -2.5 1.2 1.0
H -1.11866 0.45203 2.12845 -0.2 -0.5 0.2
H 1.37456 -1.71230 0.54968 -0.2 -0.6 -0.7
H -0.29699 -2.24915 0.22465 0.2 0.1 -0.1
H 0.61841 -2.14977 -2.00983 0.9 -0.5 0.0
H -0.23569 -0.77521 -1.65857 0.4 0.6 -1.0
H 1.91194 -0.01368 -2.11459 0.3 -0.3 -0.8
H 2.46566 1.08350 -1.35084 0.1 0.8 -0.3
O 2.16162 0.91397 -2.26220 -0.3 -0.7 1.2
H -2.23064 1.69932 1.16855 -0.6 0.8 0.2
H -2.77469 2.66213 2.31599 0.0 -0.3 -0.4
O -2.10745 2.55048 1.62244 0.4 -0.6 0.1

=====

17
Properties=species:S:1:pos:R:3:forces:R:3 method="wB97M-V/def2-TZVPD" e_tot_ha=-512.52664 multiplicity=1 lumo_energy_ev=-0.2 mol_weight_g_mol=127.1 total_charge=0 relative_energy_kcal_mol=36.8 orbital_gap_ev=9.269 smiles="O=CNC=O.O.O.O"
O 0.14532 1.98343 1.02380 -2.0 -2.5 -0.8
C -0.89923 1.35901 0.72331 2.8 3.8 1.5
N -1.15240 0.00464 0.87646 -2.6 -0.1 -3.4
C -0.32100 -0.84611 1.55283 1.4 0.9 1.4
O 0.63788 -0.40214 2.15760 -0.8 -1.4 -0.4
H -1.66417 2.13605 0.47805 -0.7 -1.7 -0.5
H -1.81721 -0.40572 0.09877 1.7 0.9 2.4
H -0.68996 -1.88193 1.58125 0.3 0.0 -0.2
H -1.56301 -2.94548 -1.50788 0.2 -0.3 0.2
H -1.15979 -1.55111 -1.96272 0.6 -0.5 0.9
O -0.92822 -2.25183 -1.29644 -0.9 0.2 -0.7
H 0.36318 -0.12154 -2.19129 -2.0 0.4 -0.5
H -0.76672 0.35395 -3.26268 0.6 -0.5 1.7
O -0.62422 0.04973 -2.31683 1.4 0.6 -1.6
H 2.10648 0.54195 -0.55287 -1.1 0.0 0.6
H 2.94696 0.53428 -1.81966 -0.1 -0.2 -1.9
O 2.97329 0.64953 -0.89977 1.3 0.3 1.4

=====

15
Properties=species:S:1:pos:R:3:forces:R:3 method="wB97M-V/def2-TZVPD" e_tot_ha=-1007.94116 multiplicity=1 lumo_energy_ev=0.6 mol_weight_g_mol=127.2 total_charge=0 relative_energy_kcal_mol=14.2 orbital_gap_ev=9.394 smiles=NCCSS.O
N 0.87418 -0.63705 -0.14851 -0.2 -0.7 0.0
C 0.59314 0.60546 -0.82861 1.1 0.8 1.3
C -0.02009 1.66275 0.10857 0.6 0.3 -0.4
S -1.81178 1.78861 0.08992 0.0 1.4 -0.5
S -2.63822 0.63232 1.47340 -0.4 -1.5 0.8
H 1.51048 -0.57572 0.63629 -0.1 0.6 0.1
H 1.30654 -1.34249 -0.73065 -0.2 0.1 -0.3
H 1.51289 1.10418 -1.16916 0.0 -0.2 -0.4
H -0.05950 0.47664 -1.68370 -0.1 -0.3 -0.1
H 0.38160 1.76242 1.11959 -0.1 -0.9 0.1
H 0.37964 2.59606 -0.30068 -0.8 0.4 -0.2
H -2.59080 1.22868 2.69217 0.2 0.5 -0.5
H 0.17652 -3.02561 0.37415 0.0 0.1 -0.5
H -0.09392 -2.93356 -1.14277 -0.2 0.1 0.2
O 0.47932 -3.34267 -0.49001 0.1 -0.6 0.2

=====

14
Properties=species:S:1:pos:R:3:forces:R:3 method="wB97M-V/def2-TZVPD" e_tot_ha=-818.97831 multiplicity=1 lumo_energy_ev=0.9 mol_weight_g_mol=109.0 total_charge=0 relative_energy_kcal_mol=14.1 orbital_gap_ev=9.568 smiles=CPN(C)P
C -1.08411 0.00541 1.41410 -3.7 -1.7 -3.3
C 1.49151 -1.17770 -0.74156 0.1 -0.3 -1.0
N -0.81145 0.28644 -0.23417 -1.5 -0.8 3.3
P -0.12033 1.81074 -0.43520 0.1 1.1 -1.6
P -0.36746 -1.21875 -0.97586 1.0 0.5 -1.3
H -1.46463 -1.11388 1.52650 1.0 2.4 -0.2
H -0.14228 0.16733 1.79730 1.8 0.2 1.4
H -1.90415 0.68765 1.83728 1.4 -0.8 -0.9
H 1.77096 -1.19800 0.31650 0.0 -0.1 -0.2
H 1.83100 -0.23016 -1.20680 0.1 -0.6 0.4
H 1.95844 -2.04987 -1.29722 -0.5 1.0 0.7
H 0.18408 2.02449 0.88147 0.4 0.5 1.0
H -1.15661 2.88975 -0.42185 0.3 -1.3 0.1
H -0.18495 -0.88345 -2.46048 -0.6 0.0 1.8

=====

14
Properties=species:S:1:pos:R:3:forces:R:3 method="wB97M-V/def2-TZVPD" e_tot_ha=-818.96526 multiplicity=1 lumo_energy_ev=1.1 mol_weight_g_mol=109.0 total_charge=0 relative_energy_kcal_mol=22.2 orbital_gap_ev=9.507 smiles=CNPCP
C 2.38611 -0.32863 -0.40522 3.8 -0.9 5.7
C -1.31228 -0.33820 -0.26220 -0.4 0.2 0.9
N 1.45910 0.45594 0.33288 -2.7 3.2 -0.4
P -3.00283 0.19547 0.45749 -0.4 0.1 -1.8
P -0.02458 1.00261 -0.72579 1.2 -1.7 0.1
H 1.97766 -0.57161 -1.25596 -1.3 -1.2 -5.3
H 3.43423 0.15409 -0.38789 -1.6 -0.9 -0.6
H 2.48065 -1.31312 0.18544 0.3 1.1 -1.0
H -1.59360 -1.03443 -1.10051 0.7 0.9 0.6
H -0.78062 -0.86646 0.53201 -0.1 -0.4 -0.2
H 1.87747 1.39325 0.43817 -0.3 -0.6 0.5
H -2.84146 0.18434 1.82885 0.4 -0.5 0.6
H -3.77752 -1.04261 0.28432 0.9 0.7 0.4
H -0.28233 2.10936 0.07842 -0.6 0.0 0.6

=====

14
Properties=species:S:1:pos:R:3:forces:R:3 method="wB97M-V/def2-TZVPD" e_tot_ha=-875.47340 multiplicity=1 lumo_energy_ev="-4.4 / -8.0" mol_weight_g_mol=110.1 total_charge=+1 relative_energy_kcal_mol=97.3 orbital_gap_ev="6.941 / 3.299"
C -3.43816 1.58351 0.97585 -2.8 3.9 3.9
C -2.99519 1.27737 -0.23442 1.7 -0.8 -2.7
N -2.58834 2.12177 -1.17457 -1.4 2.6 2.5
P -0.50624 -2.52901 0.51368 0.3 0.3 0.9
S 5.80779 -1.04753 -0.39181 -1.0 -0.1 -0.1
H -3.70078 2.65711 1.21314 0.7 -0.9 -0.5
H -3.83878 1.03535 1.83375 0.7 -0.9 -0.9
H -2.84836 0.25778 -0.46638 0.1 -1.1 -0.5
H -2.21197 1.75828 -2.00356 0.6 -0.3 -1.4
H 7.02633 -0.69012 -0.67924 1.1 0.3 -0.1
H -2.67500 3.19332 -1.04424 0.3 -2.4 -0.4
H -1.52941 -2.89317 -0.32068 -0.7 -0.4 -1.0
H -1.49800 -2.53564 1.54597 0.4 0.1 0.1
H 5.40655 -0.65142 -1.61514 -0.1 -0.1 0.2

=====

13
Properties=species:S:1:pos:R:3:forces:R:3 method="wB97M-V/def2-TZVPD" e_tot_ha=-534.51576 multiplicity=1 lumo_energy_ev=1.0 mol_weight_g_mol=79.2 total_charge=0 relative_energy_kcal_mol=8.7 orbital_gap_ev=10.291 smiles=CCN.S
S 2.23441 -0.14280 -0.15835 -0.1 0.6 0.5
H 2.71451 0.48848 0.92641 0.4 -0.4 0.0
C -1.58281 -1.21724 -0.11794 -0.4 0.3 0.5
C -2.02642 0.24460 -0.16317 -0.1 -0.4 -0.1
N -1.01636 1.12278 0.41295 0.1 -0.3 -0.8
H -2.38213 -1.88324 -0.44917 0.1 0.1 -0.3
H -0.64463 -1.46721 -0.60026 0.1 0.2 -0.2
H -1.48174 -1.41913 0.94584 0.3 -0.4 0.2
H -2.26155 0.58758 -1.16724 0.0 0.0 -0.2
H -2.96255 0.25671 0.40208 -0.2 0.2 0.0
H -0.50354 0.64962 1.13993 -0.3 0.4 0.5
H -1.40281 2.02258 0.64314 0.2 0.0 0.5
H 1.22396 0.74039 -0.04330 -0.3 -0.2 -0.6

=====

13
Properties=species:S:1:pos:R:3:forces:R:3 method="wB97M-V/def2-TZVPD" e_tot_ha=-534.46974 multiplicity=1 lumo_energy_ev=0.9 mol_weight_g_mol=79.2 total_charge=0 relative_energy_kcal_mol=37.6 orbital_gap_ev=9.761 smiles=[H][H].C1CS1.N
N -2.65886 1.41944 -0.74935 0.6 0.3 0.0
H -2.27293 2.12071 -1.38215 -0.2 -0.1 0.0
H 1.89910 0.74953 2.86651 0.5 -0.2 -0.1
H -1.84099 0.86237 -0.51360 -0.1 -0.2 0.0
H -2.85810 1.93622 0.10297 -0.2 0.0 0.0
C 1.03205 -0.83628 0.19635 0.8 0.3 -0.1
C 0.31467 -1.45961 -0.91028 -0.8 0.8 -0.6
S 1.74338 -0.49257 -1.47291 0.0 0.0 0.4
H 2.59485 0.50834 2.69113 -0.5 0.2 0.1
H 0.61871 0.03424 0.68073 -0.2 0.0 0.0
H 1.71013 -1.38509 0.82833 -0.1 -0.3 0.0
H -0.61000 -0.95345 -1.19036 0.1 -0.4 0.1
H 0.32800 -2.50384 -1.14736 0.2 -0.4 0.3

=====

13
Properties=species:S:1:pos:R:3:forces:R:3 method="wB97M-V/def2-TZVPD" e_tot_ha=-534.44534 multiplicity=1 lumo_energy_ev=0.7 mol_weight_g_mol=79.2 total_charge=0 relative_energy_kcal_mol=52.9 orbital_gap_ev=9.134 smiles=CNC.S
S 2.02673 -1.48369 0.17932 1.3 -1.2 0.2
H 1.40625 -2.60467 0.65217 0.1 0.7 -0.3
C 0.21453 1.19876 0.89846 -0.2 1.9 -4.0
N -0.35393 0.12667 0.08673 -0.9 -3.8 3.6
C -1.01196 -0.00350 -1.21012 -0.9 -1.1 1.5
H 0.02717 1.06870 1.95380 -0.6 0.6 0.0
H 1.27689 1.27018 0.75096 1.0 -0.7 0.3
H -0.02529 2.10864 0.24958 -0.6 -0.1 2.1
H -0.78998 -0.53914 0.78951 0.7 1.1 -1.6
H 0.87942 -0.73115 -0.06896 -0.3 -0.2 0.2
H -1.79335 0.75753 -1.12190 0.3 0.5 -1.9
H -1.63550 -0.97884 -1.19159 1.2 1.4 0.1
H -0.22097 -0.18949 -1.96795 -1.0 1.1 -0.2